No. 1
Molecular formula: C8H21B3BeF12NO4
Method: DFT, ωB97M-V/def2-TZVPD

For the orbital gap, the calculation gives 9.19 eV. The energy is -53375.265 eV. The value obtained for the largest force on an atom is 2.48 eV Å⁻¹. The value obtained for the HOMO energy is -7.565 eV. Its molecular weight is 464.7 u.

ORCA input file:
```
! RIJCOSX wB97M-V def2-TZVPD def2/J DEFGRID3
* xyz -1 1
Be 1.2263 -0.2450 0.0285
B 3.2088 1.7933 1.1148
F 3.3720 2.7124 2.1201
F 2.8697 0.5269 1.7208
F 2.0759 2.1127 0.3822
F 4.3159 1.5234 0.2838
B 0.7749 -2.8622 -1.9003
F 1.3298 -3.1686 -3.1228
F 1.8373 -2.3939 -1.0471
F -0.1956 -1.8771 -2.0587
F 0.2719 -3.9999 -1.2479
B 2.4794 0.3349 -2.6301
F 2.1585 -0.6399 -3.5834
F 3.2173 -0.2112 -1.5488
F 3.1518 1.3294 -3.3207
F 1.3116 0.7362 -1.9540
C -1.8734 2.8742 -2.7268
O -3.0946 2.3185 -2.2867
C -3.0652 0.9003 -2.1881
C -1.8089 0.2783 -1.5568
N -1.2307 0.8643 -0.3295
C -2.1923 0.7255 0.7990
C -1.4666 1.0424 2.1109
O -0.0791 0.7384 2.0960
C 0.5964 1.3942 3.1569
H -1.3897 2.4197 -3.5946
H -1.0923 2.9671 -1.9675
H -2.1058 3.9075 -2.9926
H -3.1091 0.3563 -3.1375
H -3.9521 0.6479 -1.6028
H -1.0354 0.4084 -2.3126
H -1.9937 -0.7747 -1.3611
H -1.1853 1.8732 -0.4183
H -2.6022 -0.2843 0.8691
H -3.0664 1.3515 0.6067
H -2.0002 0.6815 2.9931
H -1.4345 2.1356 2.2048
H 1.2561 2.1442 2.7188
H 1.3673 0.7975 3.6495
H -0.0655 1.8208 3.9093
C 1.0309 -2.9755 2.0740
C -0.4726 -2.8510 1.8017
O -0.6456 -2.1884 0.5686
O 1.5923 -1.7123 2.2700
H 1.4632 -3.5346 1.2415
H 1.2658 -3.6740 2.8848
H -0.9877 -2.2241 2.5343
H -1.0165 -3.7975 1.7402
H -0.7231 -2.7794 -0.1923
H 1.7107 -1.5226 3.2017
*
```

---

No. 2
Molecular formula: C8H21ClN2Si
Method: DFT, ωB97M-V/def2-TZVPD

For the relative energy (zero: lowest compared OMol25 entry of this formula, charge and spin), the calculation gives 4.340 eV. For the orbital gap (spin up / spin down), the calculation gives 8.58 / 6.59 eV. The energy is -32014.077 eV. The value obtained for the largest force on an atom is 3.99 eV Å⁻¹. The value obtained for the HOMO energy (spin up / spin down) is -8.822 / -6.805 eV. Its molecular weight is 208.8 u.

ORCA input file:
```
! RIJCOSX wB97M-V def2-TZVPD def2/J DEFGRID3
* xyz 0 1
C 2.7188 2.5261 1.2019
C 1.9743 -0.5014 -2.2298
C -2.0125 0.1382 -2.2957
C -1.4019 -2.9150 2.1280
C -1.5603 -0.7126 2.4850
C 1.4622 2.1695 0.4268
C 1.8661 0.9401 -1.5817
C -2.0812 0.1435 -0.7277
N -1.5251 -1.6771 1.4496
N 1.5625 0.8097 -0.1859
Si -0.9914 -1.2644 -0.1462
Cl -1.4004 -3.1138 -1.0567
H 2.4246 3.2811 1.8394
H 3.1565 1.6329 1.8333
H 3.6886 2.7996 0.7128
H 0.9780 -0.9629 -2.3060
H 2.3396 -0.4054 -3.2567
H 2.5584 -1.3164 -1.6065
H -0.9845 0.3249 -2.5471
H -2.5115 -0.7635 -2.6046
H -2.5959 0.9724 -2.7417
H -1.3894 -3.8009 1.4155
H -0.4169 -2.9389 2.6098
H -2.1219 -2.9318 2.9779
H -0.5727 -0.7020 3.0220
H -1.7338 0.2911 1.9220
H -2.4766 -0.8519 3.0486
H 0.6810 2.0656 1.1635
H 1.2485 2.8839 -0.4167
H 2.8253 1.3689 -1.6613
H 1.0924 1.4966 -2.3024
H -3.1133 0.0173 -0.3788
H -1.6877 0.9965 -0.1906
*
```

---

No. 3
Molecular formula: C8H21IIrNO3P2
Method: DFT, ωB97M-V/def2-TZVPD

The expectation value of S² is 8.79. For the relative energy (zero: lowest compared OMol25 entry of this formula, charge and spin), the calculation gives 1.117 eV. For the orbital gap (spin up / spin down), the calculation gives 5.80 / 5.93 eV. The energy is -45747.644 eV. The value obtained for the largest force on an atom is 5.60 eV Å⁻¹. The value obtained for the HOMO energy (spin up / spin down) is -18.277 / -21.480 eV. Its molecular weight is 560.3 u.

ORCA input file:
```
! RIJCOSX wB97M-V def2-TZVPD def2/J DEFGRID3
* xyz 3 6
C -0.6730 -1.0581 -1.1033
I 0.1128 0.1084 2.6152
H -1.2029 -1.7028 -0.3973
H -0.0216 -1.6425 -1.7532
H -1.3808 -0.5293 -1.7429
Ir 0.3449 0.2920 -0.0301
P 1.7629 -1.5011 0.3169
C 3.3117 -1.0812 -0.5608
C 2.4253 -2.0228 1.9523
H 3.0312 -2.9305 1.8477
H 2.1062 -3.8779 -0.0237
H 1.6047 -2.2345 2.6405
H 0.3649 -3.4881 0.1202
H 3.6364 -0.0722 -0.2766
H 3.0317 -1.2323 2.3944
C 1.3201 -3.1697 -0.3146
H 4.0838 -1.8128 -0.2926
H 1.2372 -3.1569 -1.4054
H 3.1384 -1.1002 -1.6410
P -2.0111 1.2209 0.1359
C -2.2134 2.6940 -0.9241
C -3.4210 0.1602 -0.3488
H -2.5364 1.0752 2.5090
H -3.6149 2.2183 1.6608
H -1.9319 2.6905 2.0568
C -2.5814 1.8647 1.7527
H -3.4026 -0.7538 0.2555
H -4.3501 0.7147 -0.1647
H -3.2746 2.8487 -1.1616
H -1.6591 2.5339 -1.8527
H -3.3596 -0.1027 -1.4096
H -1.8121 3.5781 -0.4113
C 1.2327 1.0844 -1.5656
O 1.7185 1.4635 -2.5447
O 2.2679 3.8560 -0.0982
N 2.0153 2.6686 -0.0804
O 0.6999 2.3974 -0.1548
*
```

---

No. 4
Molecular formula: C8H21N2O9PS
Method: DFT, ωB97M-V/def2-TZVPD

For the orbital gap, the calculation gives 9.50 eV. The energy is -50165.126 eV. The value obtained for the largest force on an atom is 5.05 eV Å⁻¹. The value obtained for the HOMO energy is -9.952 eV. Its molecular weight is 352.3 u.

ORCA input file:
```
! RIJCOSX wB97M-V def2-TZVPD def2/J DEFGRID3
* xyz 0 1
N -2.7101 2.0241 -4.4138
C -1.7679 3.1275 -4.6258
C -0.4863 3.0785 -3.7845
C -0.7053 2.9748 -2.2685
C 0.4016 2.1486 -1.5975
O -0.1640 0.8718 -1.2104
S 0.9378 -0.3159 -1.0805
O 0.6302 -0.9857 0.1512
O 0.4816 -1.4263 -2.2277
C 0.2167 -0.9233 -3.4985
O 1.4450 -0.8724 -4.2309
N 1.4091 0.1720 -5.1708
O 2.4702 0.3843 -5.5988
H -2.1709 1.1822 -4.2446
H -3.2399 2.1975 -3.5683
H -2.2778 4.0872 -4.5497
H -1.4446 3.0570 -5.6677
H 0.1516 3.9235 -4.0510
H 0.0717 2.1934 -4.1029
H -0.7976 3.9477 -1.7906
H -1.6354 2.4359 -2.0902
H 0.7704 2.6788 -0.7190
H 1.2598 2.0224 -2.2592
H -0.2873 0.0417 -3.4953
H -0.4357 -1.6389 -3.9968
C 2.1305 -1.5810 6.5914
O 1.2055 -2.4085 5.8596
P -0.1790 -1.7201 5.3884
O -0.8643 -1.2341 6.5894
O -0.7895 -3.1140 4.8230
C 0.0257 -4.0651 4.1327
O -0.7241 -0.7991 4.1918
C -0.2619 -1.0467 2.8436
H 3.1064 -2.0582 6.5436
H 2.2027 -0.5820 6.1642
H 1.8093 -1.5140 7.6288
H 0.3380 -4.8496 4.8215
H 0.9109 -3.6083 3.6916
H -0.5739 -4.5061 3.3380
H -0.8662 -1.8301 2.3893
H 0.7877 -1.3362 2.8222
H -0.3802 -0.1335 2.2725
*
```

---

No. 5
Molecular formula: C8H21N3NaO9S3
Method: DFT, ωB97M-V/def2-TZVPD

The expectation value of S² is 0.76. For the relative energy (zero: lowest compared OMol25 entry of this formula, charge and spin), the calculation gives 0.015 eV. For the orbital gap (spin up / spin down), the calculation gives 7.45 / 3.22 eV. The energy is -68445.083 eV. The value obtained for the largest force on an atom is 4.96 eV Å⁻¹. The value obtained for the HOMO energy (spin up / spin down) is -7.802 / -7.483 eV. Its molecular weight is 422.5 u.

ORCA input file:
```
! RIJCOSX wB97M-V def2-TZVPD def2/J DEFGRID3
* xyz 0 2
Na 21.1344 1.4556 8.3398
N 23.0343 0.6808 6.0321
O 22.5155 -0.1023 6.7776
O 22.9529 1.8453 6.3404
O 23.5628 0.3258 4.9713
N 20.2057 4.4875 7.2519
O 21.3478 4.4085 6.8661
O 19.4664 5.4303 6.9773
O 19.8239 3.5131 7.8303
C 21.8186 -1.8986 9.4450
C 22.8188 -2.9511 9.2381
N 23.6497 -3.7515 8.9720
H 22.2363 -0.8920 9.4249
H 21.3675 -2.0251 10.4292
H 21.1039 -1.9206 8.6223
C 16.8784 -0.3122 7.9925
S 18.0761 -0.0299 9.3057
O 19.3695 0.1043 8.5032
C 17.6022 1.6822 9.8105
H 15.8555 -0.0065 8.2124
H 16.7403 -1.3762 7.8003
H 17.1251 0.1864 7.0552
H 16.5702 1.6263 10.1568
H 17.5704 2.2773 8.8978
H 18.2830 2.1050 10.5493
C 24.7811 0.9283 9.8706
S 24.5790 2.7586 9.6860
O 23.1635 2.9871 9.1766
C 24.5074 2.9942 11.5249
H 23.9378 0.6730 10.5123
H 25.7085 0.5499 10.3006
H 24.6272 0.4758 8.8910
H 25.2573 2.5339 12.1682
H 23.6097 2.5754 11.9795
H 24.4639 4.0770 11.6421
C 19.8171 -0.0542 12.5455
S 21.1396 1.1918 12.1168
O 20.8267 1.7548 10.7195
C 20.4762 2.4255 13.2879
H 19.9695 -0.8656 11.8339
H 18.8385 0.4028 12.3980
H 19.8662 -0.3393 13.5964
H 19.5303 2.7498 12.8541
H 21.2681 3.1744 13.3009
H 20.3735 2.1625 14.3407
*
```

---

No. 6
Molecular formula: C8H21N3O13S2Zn
Method: DFT, ωB97M-V/def2-TZVPD

For the relative energy (zero: lowest compared OMol25 entry of this formula, charge and spin), the calculation gives 0.000 eV. For the orbital gap, the calculation gives 7.00 eV. The energy is -109818.979 eV. The value obtained for the largest force on an atom is 3.33 eV Å⁻¹. The value obtained for the HOMO energy is -2.594 eV. Its molecular weight is 496.8 u.

ORCA input file:
```
! RIJCOSX wB97M-V def2-TZVPD def2/J DEFGRID3
* xyz -2 1
Zn -9.1307 13.0226 -19.0029
S -11.1692 12.2647 -17.6333
O -11.3911 10.8422 -17.8598
O -12.2140 12.7802 -16.7647
O -9.7555 12.5359 -17.2409
O -11.1156 12.8944 -18.9816
S -5.8145 13.6629 -19.0838
O -7.2604 13.3967 -18.9985
O -5.4433 13.7614 -20.4933
O -5.5553 14.8894 -18.3157
O -5.0652 12.5419 -18.4632
C -10.3934 13.9032 -21.8335
C -11.3149 12.7470 -22.2013
O -11.1974 11.6139 -21.3715
O -9.1447 13.5639 -21.2817
H -10.9042 14.5448 -21.1136
H -10.3573 14.5835 -22.7011
H -11.2420 12.4178 -23.2400
H -12.3337 13.1432 -22.0715
H -11.3103 11.8670 -20.4302
H -8.6179 13.2517 -22.0290
O -9.3813 15.1087 -19.1221
C -8.9225 16.2252 -19.2947
N -7.6588 16.5258 -18.9210
C -9.7316 17.3387 -19.9134
H -7.0313 15.7909 -18.5500
H -7.2265 17.2914 -19.4070
H -9.1659 18.1043 -20.4408
H -10.2840 17.8607 -19.1281
H -10.4786 16.8508 -20.5383
O -7.2039 10.3036 -14.6794
C -6.4669 10.9478 -15.4308
N -6.9144 11.6836 -16.4592
C -4.9572 10.9004 -15.2567
H -6.2144 11.9046 -17.1805
H -7.8749 11.9439 -16.6531
H -4.7060 9.9312 -14.8209
H -4.6430 11.7218 -14.6205
H -4.4795 10.8432 -16.2374
O -8.5609 11.0912 -19.5609
C -7.8376 10.4448 -20.3122
N -6.5062 10.4770 -20.1807
C -8.5015 9.5277 -21.3289
H -5.9132 10.0592 -20.8717
H -6.1054 11.0366 -19.4267
H -9.3938 10.0151 -21.7261
H -8.7511 8.5058 -21.0608
H -7.8845 9.4697 -22.2405
*
```

---

No. 7
Molecular formula: C8H21NO4Rb
Method: DFT, ωB97M-V/def2-TZVPD

For the relative energy (zero: lowest compared OMol25 entry of this formula, charge and spin), the calculation gives 0.746 eV. For the orbital gap, the calculation gives 8.06 eV. The energy is -18965.582 eV. The value obtained for the largest force on an atom is 0.45 eV Å⁻¹. The value obtained for the HOMO energy is -11.504 eV. Its molecular weight is 280.7 u.

ORCA input file:
```
! RIJCOSX wB97M-V def2-TZVPD def2/J DEFGRID3
* xyz 1 1
Rb 1.7143 -1.6960 3.7507
C 1.5334 0.6454 0.7672
O 0.8268 -0.4007 1.4381
C -0.4069 -0.7412 0.8156
C -1.5238 0.2701 1.0231
N -1.4378 1.3994 0.1127
C -2.5089 2.3762 0.3774
C -2.4066 3.5360 -0.5839
O -2.8696 3.0831 -1.8433
C -2.4692 3.9053 -2.9141
H 1.0024 1.5909 0.8362
H 1.6886 0.3770 -0.2791
H 2.4978 0.7495 1.2669
H -0.7088 -1.7023 1.2452
H -0.2299 -0.9293 -0.2528
H -1.4787 0.6091 2.0625
H -2.4780 -0.2693 0.9074
H -1.6627 1.0213 -0.8056
H -2.4299 2.7278 1.4075
H -3.4948 1.9097 0.2454
H -1.3566 3.8338 -0.6822
H -3.0103 4.3723 -0.2154
H -2.6530 3.3546 -3.8341
H -1.4044 4.1494 -2.8451
H -3.0545 4.8317 -2.9486
C 2.9415 -4.3287 -0.5789
C 2.3943 -4.1482 0.8095
O 2.9515 -2.9684 1.4381
O 2.5342 -3.2583 -1.4186
H 2.5369 -5.2404 -1.0197
H 4.0328 -4.4439 -0.5735
H 2.5794 -5.0220 1.4398
H 1.3213 -3.9900 0.7120
H 3.9068 -3.0937 1.4310
H 3.1225 -2.5102 -1.2917
*
```

---

No. 8
Molecular formula: C8H21O7PSi
Method: DFT, ωB97M-V/def2-TZVPD

For the orbital gap, the calculation gives 10.29 eV. The energy is -40135.798 eV. The value obtained for the largest force on an atom is 6.38 eV Å⁻¹. The value obtained for the HOMO energy is -9.940 eV. Its molecular weight is 288.3 u. The SMILES is O=P(O)(O)[SiH3].CCOC(C)=O.CCOC(C)=O.

ORCA input file:
```
! RIJCOSX wB97M-V def2-TZVPD def2/J DEFGRID3
* xyz 0 1
O 2.5982 -0.6042 -2.9415
P 2.2041 0.7138 -2.1499
O 2.4107 2.1295 -3.1848
O 3.3711 0.8550 -0.8174
Si 0.1091 0.7075 -1.4854
H 2.1612 2.9496 -2.6655
H 4.2584 0.8741 -1.3224
H -0.0792 0.2694 -0.0840
H -0.4649 2.0562 -1.7269
H -0.6001 -0.2455 -2.3770
O -2.6134 1.1897 -2.8085
C -3.6927 1.0008 -2.2502
O -3.7675 0.2183 -1.1533
C -4.9414 0.0659 -0.3350
C -5.8752 -0.9773 -0.9174
C -4.9574 1.5624 -2.8331
H -5.4333 1.0295 -0.1712
H -4.5934 -0.2734 0.6467
H -6.2346 -0.6897 -1.9080
H -6.7405 -1.1270 -0.2654
H -5.3534 -1.9330 -1.0361
H -5.3018 0.9101 -3.6393
H -4.7412 2.5572 -3.2374
H -5.7552 1.6973 -2.1059
O 1.4004 -2.4104 3.1070
C 2.4815 -1.8795 2.8589
O 3.5528 -2.1084 3.6469
C 4.8925 -1.6724 3.3541
C 5.1038 -0.2378 3.7978
C 2.6032 -0.8968 1.7300
H 5.1341 -1.8285 2.2984
H 5.5628 -2.3254 3.9236
H 4.4411 0.4504 3.2683
H 6.1375 0.0722 3.6208
H 4.8813 -0.1317 4.8651
H 2.2419 0.0791 2.0630
H 1.9858 -1.2481 0.8962
H 3.6136 -0.7987 1.3390
*
```